Formula: C21H28B2F4MgN7O4
Source: the OMol25 dataset
Level of theory: ωB97M-V with the def2-TZVPD basis set

**Kohn-Sham gap (alpha / beta)**: 7.13 / 7.13 eV
**Relative energy (zero: lowest compared OMol25 entry of this formula, charge and spin)**: 76.1 kJ/mol
**HOMO level (alpha / beta)**: -12.03 / -12.03 eV

```
! RIJCOSX wB97M-V def2-TZVPD def2/J DEFGRID3
* xyz 1 1
Mg 1.06475 0.64222 -1.37126
F -2.03388 3.48529 -2.56943
F 0.10065 2.62398 -2.34187
F 2.21453 0.17697 0.31340
F 3.26935 -1.58832 1.29757
O 1.26946 -2.11597 0.21206
O 1.37605 -0.97670 2.25752
O -1.74671 1.12718 -2.54730
O -1.51380 2.56847 -0.62638
N 0.50527 -1.33385 -0.67741
N 0.23190 -0.28336 2.10229
N 2.78613 2.05240 -2.35896
N 2.42151 0.81950 -2.91245
N -0.83355 0.18750 -2.08824
N -0.45122 2.01051 0.07916
N -7.53680 -4.87618 4.32792
C -0.59978 -1.88391 -1.11834
C -3.97384 -1.87327 3.94599
C 0.30826 1.09402 2.00800
C -1.04329 -3.29484 -0.98028
C -4.22710 -4.49742 2.96337
C -2.90436 -2.43768 3.21836
C -1.84080 -1.60251 2.76250
C 4.42893 3.72217 -1.95410
C -1.98903 2.33039 2.09106
C 5.11562 1.26502 -1.78081
C 4.22100 2.31539 -2.47286
C -5.11869 -2.60779 4.24490
C 1.53759 1.73546 2.53950
C -0.75988 1.83213 1.34276
C -1.41474 -1.00068 -1.86855
C -6.49178 -4.54402 3.91992
C -3.06098 -3.75776 2.68492
C -2.83473 -1.31127 -2.16300
C -0.93110 -0.81212 2.51668
C -5.25897 -3.87832 3.70927
C 4.61182 2.21268 -3.97655
B -1.33942 2.41844 -2.05705
B 2.03198 -1.17617 0.99163
H -3.80809 -0.80396 4.24711
H -1.76357 3.34509 2.50512
H 4.47567 1.18996 -4.41281
H 2.22139 0.94219 2.79930
H 5.67177 2.53365 -4.20669
H -3.00470 -2.25064 -2.55974
H -5.85092 -2.22523 5.00190
H 4.27568 3.65043 -0.87272
H 3.68129 4.41046 -2.31525
H -2.19967 -4.06744 2.07483
H 3.24156 0.21355 -2.94017
H 5.36076 0.50645 -2.50814
H 1.29773 2.25731 3.45309
H 6.03570 1.74127 -1.44150
H -2.08866 1.73398 2.99860
H -3.46766 -1.18037 -1.32725
H 3.96245 2.92479 -4.55708
H -2.12863 -3.47076 -1.07151
H 2.17480 2.76118 -2.74650
H -2.96717 2.35240 1.54667
H -3.04959 -0.59542 -2.99103
H -4.37738 -5.45614 2.47089
H 1.95236 2.49022 1.82773
H 4.56176 0.86298 -0.94957
H -0.62619 -3.58055 0.02089
H 5.47761 4.00791 -2.11443
H 2.02747 0.86690 -3.82280
H -0.67612 -3.92779 -1.77286
*
```

---

Formula: CH5NO2S
Source: the OMol25 dataset
Level of theory: ωB97M-V with the def2-TZVPD basis set

**Kohn-Sham gap**: 9.65 eV
**Relative energy (zero: lowest compared OMol25 entry of this formula, charge and spin)**: 586.6 kJ/mol
**HOMO level**: -9.36 eV
**Structure (SMILES)**: C=NOO.S

```
! RIJCOSX wB97M-V def2-TZVPD def2/J DEFGRID3
* xyz 0 1
S 1.99980 -1.32968 -1.80976
O -2.07738 -0.04350 0.10874
O -0.65801 -0.61916 0.07511
N 0.25610 0.02424 0.61794
C 0.08419 1.20320 1.13376
H 0.55095 -1.21907 -1.58554
H -2.40175 -0.24933 -0.83443
H -1.00750 1.65454 1.18816
H 0.93704 1.66690 1.58542
H 2.31658 -1.08814 -0.47940
*
```